{"formula": "C4H15N2O", "method": "ωB97M-V/def2-TZVPD", "elements": ["C", "C", "C", "C", "N", "N", "H", "H", "H", "H", "H", "H", "H", "H", "H", "H", "H", "H", "H", "H", "H", "O"], "positions_angstrom": [[-0.798, 0.530, -1.926], [0.551, 0.627, -1.116], [0.313, 0.901, 0.338], [-0.831, -0.095, 2.297], [-0.152, -0.347, 1.037], [-1.783, -0.306, -1.300], [-1.078, 1.617, -2.074], [-0.534, 0.219, -2.926], [1.206, 1.501, -1.510], [0.894, -0.329, -1.261], [1.088, 1.321, 0.912], [-0.609, 1.510, 0.325], [-1.379, 0.814, 2.045], [-1.411, -0.938, 2.733], [-0.094, 0.159, 3.093], [0.652, -0.920, 1.168], [-0.746, -0.877, 0.378], [-1.413, -1.297, -1.140], [-2.553, -0.330, -1.953], [3.112, -0.483, 0.398], [2.920, -1.943, -0.108], [2.645, -1.333, 0.590]], "largest_force_ev_per_a": 4.94, "de_lowest_kcal_mol": 62.2, "multiplicity": 2, "e_lumo_ev": [-7.75, -13.80], "charge": 2, "e_tot_ha": -345.377845, "s2": 0.754}

---

{"formula": "C9H17Br2NO4SSi2", "method": "ωB97M-V/def2-TZVPD", "elements": ["C", "C", "Br", "C", "Br", "Si", "C", "O", "Si", "C", "O", "C", "O", "C", "C", "O", "N", "C", "S", "H", "H", "H", "H", "H", "H", "H", "H", "H", "H", "H", "H", "H", "H", "H", "H", "H"], "positions_angstrom": [[-4.873, -0.285, -0.818], [-4.309, -1.278, 0.303], [-5.542, -1.938, 1.737], [-2.961, -1.716, 0.271], [-2.401, -2.994, 1.711], [-1.631, -1.228, -1.016], [-1.624, 0.620, -1.507], [-0.115, -1.841, -0.438], [1.249, -1.229, -1.306], [2.814, -1.718, -0.276], [3.554, -0.513, 0.045], [3.200, -0.007, 1.356], [3.638, 1.345, 1.576], [2.549, 2.290, 1.451], [1.512, 2.277, 2.687], [0.190, 2.578, 2.122], [1.331, -1.725, -3.028], [1.945, -0.757, -3.642], [2.805, 0.536, -4.259], [-6.025, -0.308, -0.717], [-4.531, -0.526, -1.879], [-4.577, 0.782, -0.481], [-1.942, -1.998, -2.244], [-2.580, 1.188, -1.189], [-1.635, 0.658, -2.665], [-0.751, 1.230, -1.097], [1.206, 0.253, -1.309], [3.462, -2.477, -0.826], [2.443, -2.183, 0.719], [2.090, -0.158, 1.622], [3.787, -0.658, 2.115], [3.018, 3.340, 1.425], [1.949, 2.177, 0.481], [1.455, 1.262, 3.214], [1.748, 3.103, 3.436], [-0.448, 1.896, 2.429]], "largest_force_ev_per_a": 6.14, "multiplicity": 1, "e_lumo_ev": -0.13, "e_tot_ha": -6834.017822}

---

{"formula": "C6H15NO", "method": "ωB97M-V/def2-TZVPD", "elements": ["C", "C", "C", "C", "C", "C", "N", "O", "H", "H", "H", "H", "H", "H", "H", "H", "H", "H", "H", "H", "H", "H", "H"], "positions_angstrom": [[0.360, -0.021, -0.302], [-0.002, 0.552, 0.968], [-0.985, -1.396, 0.347], [1.689, -0.709, -0.434], [1.283, 2.094, 1.072], [-1.923, -1.677, -0.803], [-0.056, 0.660, -1.417], [-1.230, 1.202, 1.054], [-1.006, 2.135, 0.909], [0.341, 0.049, 1.863], [-0.974, 1.080, -1.375], [0.243, 0.317, -2.316], [-0.295, -2.215, 0.544], [-1.546, -1.263, 1.271], [2.453, 0.023, -0.696], [1.977, -1.170, 0.507], [1.641, -1.475, -1.210], [1.044, 2.680, 1.963], [2.279, 1.663, 1.166], [1.222, 2.720, 0.179], [-2.617, -0.846, -0.939], [-1.377, -1.827, -1.736], [-2.520, -2.576, -0.619]], "largest_force_ev_per_a": 6.62, "de_lowest_kcal_mol": 98.6, "multiplicity": 1, "e_lumo_ev": 0.91, "e_tot_ha": -367.474167}

---

{"formula": "C5H8O2S", "method": "ωB97M-V/def2-TZVPD", "elements": ["O", "C", "C", "C", "C", "O", "C", "S", "H", "H", "H", "H", "H", "H", "H", "H"], "positions_angstrom": [[-1.125, -1.768, 1.185], [-0.381, -0.999, 0.573], [1.004, -0.552, 1.016], [1.485, 0.382, -0.134], [0.171, 1.005, -0.585], [-0.540, 1.721, 0.468], [-0.675, -0.258, -0.771], [-2.426, -0.204, -1.204], [1.592, -1.471, 1.162], [1.057, -0.179, 2.040], [1.965, -0.041, -0.963], [2.103, 1.091, 0.464], [0.194, 1.737, -1.395], [-1.435, 1.693, 0.178], [-0.269, -0.899, -1.599], [-2.722, -1.260, -0.434]], "largest_force_ev_per_a": 4.53, "de_lowest_kcal_mol": 18.3, "multiplicity": 1, "e_lumo_ev": 0.65, "e_tot_ha": -743.958313}